C21H24N2O5S in the gas phase at a distorted geometry, computed with ωB97M-V/def2-TZVPD.

```
! wB97M-V def2-TZVPD RIJCOSX def2/J DEFGRID3
* xyz 0 1
C -3.1698 -4.4238 -0.3242
O -3.9005 -3.3020 0.1075
C -3.4379 -2.0612 -0.2146
C -2.2793 -1.8039 -0.9320
C -1.9041 -0.4885 -1.1670
C -2.6741 0.5707 -0.7252
N -2.2894 1.9203 -0.8596
C -1.6673 2.3638 -2.0811
S -1.5941 2.5461 0.5374
O -2.3572 2.1338 1.6735
O -1.3700 3.9438 0.3177
C -0.0266 1.6822 0.5770
C 1.0760 2.2120 -0.0618
C 2.2576 1.4871 -0.1531
C 2.2968 0.2193 0.4108
C 1.1528 -0.3258 1.0163
C -0.0087 0.4021 1.1146
C 1.4370 -1.7293 1.4637
C 2.7821 -2.0259 0.7907
N 3.3228 -0.7150 0.4242
C 4.6719 -0.5965 0.2135
O 5.3566 -1.5954 0.1122
C 5.2283 0.7849 0.1828
C 5.8462 1.2804 -1.1028
C 6.7200 0.9180 0.0476
C -3.8797 0.3130 -0.0397
O -4.6242 1.3908 0.2759
C -5.7082 1.2265 1.1591
C -4.2320 -0.9998 0.2253
H -3.7245 -5.2909 0.0307
H -2.1630 -4.4393 0.1060
H -3.0988 -4.4623 -1.4158
H -1.6554 -2.6006 -1.3028
H -0.9876 -0.2957 -1.7039
H -2.3223 2.1296 -2.9193
H -0.6820 1.9137 -2.2550
H -1.5530 3.4423 -1.9971
H 1.0030 3.2039 -0.4786
H 3.0998 1.8992 -0.6822
H -0.8946 0.0167 1.5921
H 1.5130 -1.7734 2.5524
H 0.6560 -2.4212 1.1523
H 2.6561 -2.6283 -0.1151
H 3.4976 -2.5363 1.4369
H 4.7054 1.4981 0.8060
H 5.7175 2.3227 -1.3552
H 5.8230 0.6142 -1.9519
H 7.2786 -0.0031 -0.0154
H 7.2088 1.7045 0.6009
H -5.3848 0.7743 2.1004
H -6.0810 2.2306 1.3521
H -6.5044 0.6213 0.7115
H -5.1322 -1.2477 0.7625
*
```

Computed properties:
- Highest occupied orbital energy: -8.22 eV

Results of the natural (NBO) charge analysis, in e, for atoms 1 through 6: -0.25 -0.49 0.33 -0.37 -0.13 0.02

=====

C7H10FN3O2 in the gas phase at a distorted geometry, computed with ωB97M-V/def2-TZVPD.

```
! wB97M-V def2-TZVPD RIJCOSX def2/J DEFGRID3
* xyz 0 1
C -1.8331 -1.4788 -0.3025
C -2.7360 0.4710 0.4466
C 1.1248 1.3401 0.1376
C 0.4513 -1.0629 0.6374
C 1.2625 -0.1417 -0.2846
C -0.1666 1.9515 -0.2331
C 2.7315 -0.5484 -0.2420
N -2.9632 -0.6925 -0.2962
N -0.9617 -0.8079 0.5371
N -1.4741 0.3469 0.9949
O -1.6322 -2.5261 -0.8648
O -3.5055 1.3864 0.5854
F -0.6072 1.7600 -1.4668
H 1.2587 1.4346 1.2157
H 1.9303 1.9102 -0.3503
H 0.5979 -2.1065 0.3513
H 0.7561 -0.9156 1.6769
H 0.8870 -0.2551 -1.3069
H -0.6152 2.7937 0.2673
H 3.1186 -0.4652 0.7722
H 3.3231 0.0931 -0.8912
H 2.8538 -1.5762 -0.5751
H -3.8007 -0.9104 -0.8090
*
```

Computed properties:
- Highest occupied orbital energy (alpha / beta): -7.79 / -8.37 eV

Results of the natural (NBO) charge analysis, in e, for atoms 1 through 6: 0.75 0.71 -0.52 -0.22 -0.22 0.43

=====

C3H6N2O in the gas phase at a distorted geometry, computed with ωB97M-V/def2-TZVPD.

```
! wB97M-V def2-TZVPD RIJCOSX def2/J DEFGRID3
* xyz 0 1
O -2.4762 -0.1766 -0.1743
C -1.2569 -0.1882 0.0487
C -0.2978 0.9849 0.2655
C 0.9529 0.4218 -0.4205
N 0.9798 -1.0320 0.0307
N -0.4186 -1.2585 0.0615
H -0.0513 1.0849 1.3563
H -0.7355 1.8773 -0.1395
H 0.8436 0.4005 -1.5581
H 1.9352 0.9762 -0.1105
H 1.2921 -1.0007 1.0643
H -0.7672 -2.0897 -0.4242
*
```

Computed properties:
- Highest occupied orbital energy: -9.61 eV

Results of the natural (NBO) charge analysis, in e, for atoms 1 through 6: -0.60 0.66 -0.54 -0.23 -0.42 -0.49

=====

A molecular structure, C27H22Cl2N6O8S3V, computed with ωB97M-V/def2-TZVPD.

```
! wB97M-V def2-TZVPD RIJCOSX def2/J DEFGRID3
* xyz -2 4
V -1.1315 -1.1953 -0.7687
Cl -4.6753 0.7131 -6.2368
C -4.2713 0.3659 -4.5738
C -3.2918 -0.5922 -4.3178
C -2.9540 -0.8795 -3.0096
N -2.0223 -1.8091 -2.5560
C -1.4556 -2.7635 -3.2776
O -1.6243 -3.1009 -4.4549
C -0.5085 -3.5571 -2.4003
C 0.3166 -4.5355 -2.9296
C 1.1340 -5.2440 -2.0708
C 1.0709 -4.9835 -0.7081
C 0.2199 -3.9907 -0.2617
N -0.5432 -3.2790 -1.0913
C -3.5760 -0.1907 -1.9324
C -4.5749 0.7382 -2.2047
C -4.9056 1.0097 -3.5282
Cl -6.1591 2.1885 -3.8348
N -3.0818 -0.5681 -0.7073
C -3.6246 -0.2660 0.5020
O -4.6940 0.3331 0.6967
C -2.8009 -0.8041 1.5934
C -3.2105 -0.7253 2.9150
C -2.4207 -1.2144 3.9376
C -1.1422 -1.7382 3.5766
C -0.7838 -1.7886 2.2615
N -1.5903 -1.4108 1.2354
H -2.8108 -1.1168 -5.1289
H 0.2913 -4.6963 -3.9978
H 1.8197 -5.9890 -2.4562
H 1.6895 -5.5147 0.0018
H 0.1392 -3.7442 0.7870
H -5.0755 1.2392 -1.3918
H -4.1692 -0.2549 3.0966
H -2.7389 -1.1614 4.9710
H -0.4196 -2.0388 4.3253
H 0.2189 -2.0904 1.9818
O 3.3683 -1.2398 0.1721
S 2.3090 -0.8865 -0.7509
O 2.4585 -1.4093 -2.0889
O 0.9825 -1.1406 -0.1635
C 2.4506 0.9161 -0.9084
C 3.7224 1.4184 -0.6475
C 3.9976 2.7729 -0.7481
C 2.9918 3.6561 -1.1145
C 1.7227 3.1664 -1.3827
C 1.4466 1.8067 -1.2866
S -0.2485 1.3259 -1.6139
O -0.1548 0.0667 -2.3668
O -0.8536 2.4355 -2.2959
O -0.8194 0.9833 -0.3049
H 4.4863 0.7195 -0.3376
H 4.9975 3.1349 -0.5372
H 3.1905 4.7184 -1.1985
H 0.9202 3.8257 -1.6836
C 2.0602 1.4014 5.3526
N 2.4699 2.4276 4.4147
C 2.1487 2.3097 3.0841
S 1.5146 0.9725 2.3798
N 2.4115 3.4531 2.3548
C 3.5743 4.2728 2.6370
H 2.6247 1.5211 6.2783
H 2.2732 0.4281 4.9178
H 0.9874 1.4338 5.5637
H 2.4258 3.3723 4.7647
H 2.2571 3.2761 1.3709
H 4.4832 3.6767 2.7749
H 3.4338 4.8928 3.5265
H 3.7239 4.9468 1.7951
*
```

Computed properties:
- Highest occupied orbital energy (alpha / beta): 0.43 / -2.03 eV

Results of the natural (NBO) charge analysis, in e, for atoms 1 through 6: 1.48 -0.05 -0.10 -0.24 0.12 -0.65

=====

C4H8P2 in the gas phase at a distorted geometry, computed with ωB97M-V/def2-TZVPD.

```
! wB97M-V def2-TZVPD RIJCOSX def2/J DEFGRID3
* xyz 0 1
C 0.1043 0.0621 -0.1634
C 1.2392 -0.4196 0.3990
C -0.9411 0.7518 0.5549
C 2.4262 -0.9275 -0.2598
P -3.5578 -0.9006 -0.1934
P -2.5808 0.8459 -0.1731
H 0.2003 0.3185 -1.2406
H 1.2987 -0.3131 1.4219
H -0.9525 0.5137 1.6303
H 2.3472 -1.9089 -0.8895
H 3.2700 -1.1762 0.5886
H 2.9654 -0.1384 -0.9218
H -2.3829 1.5701 -1.4490
H -3.4364 1.7221 0.6959
*
```

Computed properties:
- Highest occupied orbital energy (alpha / beta): -7.14 / -7.59 eV

Results of the natural (NBO) charge analysis, in e, for atoms 1 through 6: -0.25 -0.12 -0.51 -0.67 -0.28 0.54

=====

C2H4O3 in the gas phase at a distorted geometry, computed with ωB97M-V/def2-TZVPD.

```
! wB97M-V def2-TZVPD RIJCOSX def2/J DEFGRID3
* xyz 0 1
O -2.3130 -0.2072 0.0553
O -1.1010 0.6639 0.3074
C -0.0615 0.1623 -0.3921
C 1.3165 0.3072 0.2186
O 0.6823 -0.9329 0.2975
H -1.9691 -1.0798 0.2934
H -0.2395 0.1162 -1.5003
H 2.1262 0.1654 -0.5098
H 1.5591 0.8049 1.2300
*
```

Computed properties:
- Highest occupied orbital energy: -10.73 eV

Results of the natural (NBO) charge analysis, in e, for atoms 1 through 6: -0.43 -0.26 0.27 -0.11 -0.52 0.46

=====

Per-record molar mass, g/mol: 416.50, 187.17, 86.09, 776.56, 118.06, 76.05